[1]
18
Properties=species:S:1:pos:R:3:forces:R:3 method="wB97M-V/def2-TZVPD" homo_ev="-6.31 / -6.32" gap_ev="6.8 / 6.8" max_force_ev_per_a=2.1 de_lowest_ev=5.759
C 0.76741 0.79006 -1.40383 -0.718 0.921 -0.217
C -0.34661 -2.27703 1.02912 0.262 -0.184 -0.051
C 0.20586 0.10671 0.32401 -0.340 -0.975 1.420
C -0.50291 1.34368 0.02910 0.713 -1.148 -1.613
N 1.23123 0.19862 1.28449 -0.047 0.068 -0.090
C -0.39268 -1.12564 0.07408 0.240 0.734 -0.032
C -1.47359 2.03442 -0.51673 0.156 0.523 0.085
H 1.95176 -0.50378 1.19532 -0.084 0.046 -0.039
H 1.59987 1.12926 1.41122 -0.016 -0.074 0.053
H -1.09301 -1.17481 -0.74798 -0.082 0.093 0.031
H 0.06967 0.62295 -2.21868 -0.070 0.093 0.012
H 1.18476 1.79285 -1.38424 0.017 0.104 -0.200
H 1.57075 0.06502 -1.46234 -0.171 -0.121 0.486
H -2.11399 2.64556 0.11260 -0.050 -0.108 0.040
H -1.64752 2.12750 -1.58951 0.182 -0.020 0.055
H -1.33894 -2.72027 1.16751 0.071 0.062 -0.026
H 0.31185 -3.08549 0.68366 -0.058 -0.039 0.088
H 0.01608 -1.96960 2.01219 -0.007 0.026 0.000

***

[2]
18
Properties=species:S:1:pos:R:3:forces:R:3 method="wB97M-V/def2-TZVPD" homo_ev="-7.14 / -6.78" gap_ev="8.2 / 6.8" max_force_ev_per_a=3.9 de_lowest_ev=4.811
C 2.98013 0.12452 0.22866 -0.749 -1.080 -0.074
C -0.36979 0.40127 -1.10518 -0.402 0.823 -2.599
C 0.86059 1.04332 -0.40224 -2.181 -2.928 -1.400
C -1.20236 -0.28338 -0.09242 1.603 0.194 -0.523
C -0.80137 -1.64515 0.26276 0.375 -1.304 1.400
C -1.87953 0.66608 0.79058 -0.833 1.012 -2.226
N 1.68875 0.10852 -0.03602 2.234 0.741 0.589
H 3.45764 -0.76722 0.62070 -0.516 -0.244 0.227
H 3.73111 0.76885 -0.16390 -0.052 1.347 -0.281
H -1.02029 1.12438 -1.71954 0.982 -0.366 1.184
H -0.01288 -0.24186 -1.92666 0.084 -0.239 0.533
H 0.67970 2.03260 -0.11933 0.850 1.576 0.808
H 0.29889 -1.69341 0.61151 -1.317 0.276 -0.380
H -0.80853 -2.25371 -0.65863 -0.139 -0.148 0.490
H -1.42433 -2.12178 1.10747 0.770 0.652 -1.429
H -1.61799 0.42995 1.80174 -0.520 0.624 0.867
H -2.93414 0.63302 0.45981 -0.225 -0.248 1.247
H -1.62559 1.67401 0.34069 0.035 -0.688 1.568

***

[3]
18
Properties=species:S:1:pos:R:3:forces:R:3 method="wB97M-V/def2-TZVPD" homo_ev=-11.24 gap_ev=12.2 max_force_ev_per_a=1.1 de_lowest_ev=0.440
C 2.17008 -1.48650 0.23358 0.071 -0.006 -0.027
C 0.67569 -1.15713 0.18398 -0.062 -0.027 0.069
C 0.29506 0.13390 -0.57773 0.031 -0.020 -0.027
C -0.72820 1.08531 0.13841 0.019 0.018 0.010
C -1.93614 1.45026 -0.73928 -0.045 0.004 -0.064
C -1.20619 0.51696 1.40775 -0.278 -0.415 0.837
N -1.54897 0.03035 2.40000 0.192 0.561 -0.889
H 2.36540 -2.16662 1.07002 0.016 0.053 -0.191
H 2.53541 -1.97178 -0.67688 -0.062 0.143 0.044
H 2.77122 -0.58531 0.40195 -0.096 -0.111 -0.012
H 0.12736 -2.00705 -0.23975 0.069 0.125 0.077
H 0.33129 -1.08080 1.21644 0.053 -0.006 -0.110
H 1.19930 0.71924 -0.78195 -0.128 -0.095 0.064
H -0.12512 -0.11956 -1.55822 0.054 0.038 0.161
H -0.21396 2.01663 0.40831 -0.058 -0.167 -0.020
H -1.59919 1.95561 -1.64952 -0.010 -0.098 0.119
H -2.48750 0.54905 -1.02557 0.092 0.110 0.031
H -2.62552 2.11743 -0.21153 0.142 -0.108 -0.071

***

[4]
18
Properties=species:S:1:pos:R:3:forces:R:3 method="wB97M-V/def2-TZVPD" homo_ev="-7.88 / -7.77" gap_ev="7.4 / 8.0" max_force_ev_per_a=2.2 de_lowest_ev=5.569
C 0.35170 0.47572 2.03138 -0.155 0.114 0.025
C 1.27310 0.72431 -0.17561 -0.760 -0.186 -1.153
N 0.89359 -0.19000 0.86875 -0.538 -0.440 0.520
H -0.39411 1.25215 1.79118 0.054 -0.078 0.028
H 1.17327 0.97309 2.55952 -0.032 -0.081 -0.024
H -0.11201 -0.26174 2.68855 0.028 0.080 -0.002
H 1.31862 1.78349 0.08880 -0.002 -0.073 0.174
H 2.20682 0.42760 -0.65020 0.057 -0.009 -0.028
C -0.44073 -0.96708 -0.08618 1.559 1.214 -0.601
C 0.00740 0.36972 -1.03827 0.541 -0.224 2.167
C -1.74204 -1.06087 0.28893 -0.590 0.094 0.287
C 0.15768 -0.02403 -2.37576 0.297 -0.361 -1.330
H 0.07282 -1.89681 -0.31098 -0.009 0.130 -0.173
H -0.72889 1.13464 -0.77239 -0.306 -0.314 -0.122
H -2.37292 -0.18314 0.36431 0.003 -0.024 0.132
H -2.19672 -2.02265 0.48850 -0.002 0.035 0.020
H -0.53509 -0.71822 -2.83323 -0.121 0.136 0.013
H 1.06751 0.18382 -2.92728 -0.024 -0.014 0.066